Computed, not measured: a 10-piece molecular cluster, C58H114F9N11O7 overall at a distorted geometry, with ωB97M-V with the def2-TZVPD basis set.

Total charge: +4
E_LUMO, eV: -6.71

Last columns: bonded neighbours and bond lengths (Å).
Positions of all 199 atoms, in Å:
1 C -3.6314 -7.1771 1.8237  C2 1.555, H10 1.103, H11 1.087, H12 1.096
2 C -4.1170 -6.0781 2.8112  C1 1.555, C3 1.521, N6 1.456, H13 1.093
3 C -3.1043 -4.9444 2.7554  C2 1.521, O4 1.444, H14 1.109, H15 1.128
4 O -2.1009 -4.9738 3.7932  C3 1.444, C5 1.416
5 C -1.5896 -3.6553 3.8678  O4 1.416, H16 1.100, H17 1.108, H18 1.090
6 N -5.4609 -5.6011 2.5187  C2 1.456, H7 0.987, H8 1.033
7 H -5.7865 -5.7685 1.6021  N6 0.987
8 H -6.0853 -6.0709 3.1938  N6 1.033
9 H -5.7585 -3.4688 1.8815  O171 0.961
10 H -4.1511 -8.1497 1.8231  C1 1.103
11 H -2.5673 -7.2553 2.0319  C1 1.087
12 H -3.8051 -6.7771 0.8178  C1 1.096
13 H -4.0763 -6.4362 3.8431  C2 1.093
14 H -3.6377 -3.9736 2.8119  C3 1.109
15 H -2.6098 -5.0074 1.7434  C3 1.128
16 H -2.4031 -2.9266 3.9981  C5 1.100
17 H -0.9963 -3.3456 2.9843  C5 1.108
18 H -0.9559 -3.6894 4.7536  C5 1.090
19 C 2.3428 1.3078 -7.5920  C20 1.544, H27 1.092, H28 1.075, H29 1.094
20 C 1.9480 2.2343 -6.4219  C19 1.544, N21 1.479, H30 1.082, H31 1.079
21 N 2.0742 1.5866 -5.0985  C20 1.479, C22 1.355, C25 1.364
22 C 1.0549 0.9282 -4.4956  N21 1.355, C23 1.393, H32 1.108
23 C 1.5906 0.4709 -3.2939  C22 1.393, N24 1.334, H33 1.073
24 N 2.8721 0.8310 -3.2094  C23 1.334, C25 1.376, C26 1.466
25 C 3.2089 1.5321 -4.3440  N21 1.364, N24 1.376, H34 1.075
26 C 3.8493 0.4119 -2.2003  N24 1.466, H35 1.086, H36 1.091, H37 1.082
27 H 3.3463 0.9155 -7.4148  C19 1.092
28 H 2.3895 1.9261 -8.4698  C19 1.075
29 H 1.6856 0.4584 -7.8001  C19 1.094
30 H 0.9269 2.5920 -6.4163  C20 1.082
31 H 2.5161 3.1513 -6.4506  C20 1.079
32 H -0.0224 0.9794 -4.7490  C22 1.108
33 H 1.0082 0.0217 -2.5122  C23 1.073
34 H 4.0669 2.0941 -4.6659  C25 1.075
35 H 4.7534 1.0069 -2.2917  C26 1.086
36 H 4.0571 -0.6540 -2.2997  C26 1.091
37 H 3.4871 0.5653 -1.1925  C26 1.082
38 C -3.4870 -3.2859 -1.2097  C39 1.501, H46 1.103, H47 1.078, H48 1.104
39 C -4.3017 -2.5614 -2.2412  C38 1.501, N40 1.499, H49 1.094, H50 1.094
40 N -3.7725 -2.8528 -3.6131  C39 1.499, C41 1.402, C44 1.308
41 C -3.4926 -4.1384 -4.0972  N40 1.402, C42 1.348, H51 1.063
42 C -2.9016 -4.0349 -5.3039  C41 1.348, N43 1.384, H52 1.058
43 N -2.7724 -2.6814 -5.5643  C42 1.384, C44 1.377, C45 1.432
44 C -3.2825 -2.0047 -4.4795  N40 1.308, N43 1.377, H53 1.068
45 C -2.1282 -1.9487 -6.6120  N43 1.432, H54 1.072, H55 1.089, H56 1.073
46 H -3.0298 -4.2215 -1.5736  C38 1.103
47 H -3.9977 -3.5233 -0.2911  C38 1.078
48 H -2.6043 -2.6697 -0.9630  C38 1.104
49 H -4.3468 -1.4720 -2.1558  C39 1.094
50 H -5.2964 -3.0175 -2.2430  C39 1.094
51 H -3.8740 -4.9634 -3.5466  C41 1.063
52 H -2.5540 -4.7547 -5.9975  C42 1.058
53 H -3.3413 -0.9399 -4.4153  C44 1.068
54 H -2.6814 -1.9743 -7.5297  C45 1.072
55 H -1.1684 -2.4092 -6.8413  C45 1.089
56 H -1.8747 -0.9483 -6.3201  C45 1.073
57 C 1.9011 3.5348 -1.7945  C58 1.480, H65 1.072, H66 1.100, H67 1.097
58 C 0.8507 4.1516 -0.9533  C57 1.480, N59 1.486, H68 1.078, H69 1.102
59 N 1.2976 4.1124 0.4636  C58 1.486, C60 1.339, C63 1.348
60 C 1.7414 5.1447 1.1917  N59 1.339, C61 1.381, H70 1.064
61 C 2.0436 4.6702 2.4525  C60 1.381, N62 1.419, H71 1.081
62 N 1.8785 3.2632 2.3674  C61 1.419, C63 1.307, C64 1.496
63 C 1.4028 2.9783 1.1841  N59 1.348, N62 1.307, H72 1.067
64 C 2.1983 2.2537 3.4241  N62 1.496, H73 1.111, H74 1.090, H75 1.090
65 H 2.8644 4.0012 -1.7263  C57 1.072
66 H 1.5486 3.4509 -2.8335  C57 1.100
67 H 2.0672 2.4914 -1.4979  C57 1.097
68 H -0.1023 3.6596 -1.0645  C58 1.078
69 H 0.6728 5.2188 -1.1617  C58 1.102
70 H 1.7417 6.1514 0.8477  C60 1.064
71 H 2.3848 5.1955 3.3335  C61 1.081
72 H 1.1230 2.0071 0.8411  C63 1.067
73 H 1.6293 2.5159 4.3418  C64 1.111
74 H 3.2635 2.3637 3.6298  C64 1.090
75 H 1.9725 1.2799 2.9890  C64 1.090
76 C 4.1428 -5.6694 -0.0613  C77 1.475, H84 1.083, H85 1.091, H86 1.088
77 C 2.7463 -6.1442 -0.0670  C76 1.475, N78 1.429, H87 1.104, H88 1.104
78 N 2.6492 -7.4805 -0.5649  C77 1.429, C79 1.380, C82 1.297
79 C 3.1114 -8.6282 0.0462  N78 1.380, C80 1.361, H89 1.088
80 C 2.8700 -9.6373 -0.8349  C79 1.361, N81 1.394, H90 1.083
81 N 2.4024 -9.0767 -2.0231  C80 1.394, C82 1.355, C83 1.462
82 C 2.3138 -7.7449 -1.7900  N78 1.297, N81 1.355, H91 1.064
83 C 2.1006 -9.7489 -3.2862  N81 1.462, H92 1.077, H93 1.076, H94 1.078
84 H 4.8365 -6.2530 0.5312  C76 1.083
85 H 4.1605 -4.6229 0.2477  C76 1.091
86 H 4.4854 -5.7061 -1.0934  C76 1.088
87 H 2.1897 -5.5017 -0.7718  C77 1.104
88 H 2.1764 -6.1227 0.8780  C77 1.104
89 H 3.3702 -8.5949 1.1027  C79 1.088
90 H 3.0187 -10.7087 -0.7909  C80 1.083
91 H 2.0504 -7.0293 -2.5316  C82 1.064
92 H 3.0095 -10.0408 -3.7842  C83 1.077
93 H 1.4670 -9.1148 -3.8820  C83 1.076
94 H 1.6581 -10.7062 -3.0643  C83 1.078
95 C -3.2653 10.2239 4.4521  C96 1.550, H105 1.085, H106 1.091, H107 1.088
96 C -2.6748 9.0399 3.6454  C95 1.550, C97 1.545, H108 1.109, H109 1.084
97 C -3.2685 8.9328 2.2231  C96 1.545, N98 1.509, H110 1.080, H111 1.110
98 N -2.8165 7.8011 1.3329  C97 1.509, C99 1.456, C103 1.526, C104 1.449
99 C -3.1158 6.4981 1.9096  N98 1.456, C100 1.520, H112 1.081, H113 1.084
100 C -2.8405 5.3289 0.9780  C99 1.520, C101 1.503, H114 1.089, H115 1.095
101 C -3.5883 5.4753 -0.3170  C100 1.503, C102 1.532, H116 1.097, H117 1.086
102 C -3.2940 6.8417 -0.9449  C101 1.532, C103 1.548, H118 1.092, H119 1.139
103 C -3.5530 8.0273 0.0162  N98 1.526, C102 1.548, H120 1.089, H121 1.085
104 C -1.3980 7.9946 1.1087  N98 1.449, H122 1.087, H123 1.108, H124 1.074
105 H -2.7398 10.2022 5.4015  C95 1.085
106 H -4.3559 10.1998 4.4744  C95 1.091
107 H -2.9351 11.1435 3.9740  C95 1.088
108 H -2.8355 8.0978 4.2077  C96 1.109
109 H -1.6130 9.2496 3.5811  C96 1.084
110 H -3.2139 9.9049 1.7555  C97 1.080
111 H -4.3518 8.7295 2.3560  C97 1.110
112 H -4.1621 6.5363 2.1767  C99 1.081
113 H -2.5213 6.4239 2.8130  C99 1.084
114 H -3.1825 4.4230 1.4754  C100 1.089
115 H -1.7658 5.2238 0.7939  C100 1.095
116 H -4.6478 5.3170 -0.0829  C101 1.097
117 H -3.3239 4.7169 -1.0480  C101 1.086
118 H -3.8973 7.0402 -1.8337  C102 1.092
119 H -2.2155 6.7785 -1.3067  C102 1.139
120 H -4.5999 8.0314 0.3147  C103 1.089
121 H -3.1934 8.9837 -0.3498  C103 1.085
122 H -1.2339 9.0545 0.9340  C104 1.087
123 H -1.1676 7.4164 0.1916  C104 1.108
124 H -0.7700 7.6673 1.9161  C104 1.074
125 C 7.1245 -0.8591 -0.4089  C126 1.502, H135 1.095, H136 1.099, H137 1.083
126 C 6.2853 -1.1284 0.8077  C125 1.502, C127 1.494, H138 1.084, H139 1.103
127 C 7.1353 -0.7259 1.9684  C126 1.494, N128 1.502, H140 1.081, H141 1.097
128 N 6.4207 -0.7234 3.2891  C127 1.502, C129 1.499, C133 1.493, C134 1.452
129 C 5.8808 -2.1091 3.4743  N128 1.499, C130 1.524, H142 1.092, H143 1.092
130 C 5.3045 -2.2418 4.8789  C129 1.524, C131 1.507, H144 1.107, H145 1.101
131 C 6.3381 -1.9612 5.9398  C130 1.507, C132 1.528, H146 1.114, H147 1.104
132 C 6.8885 -0.5476 5.7598  C131 1.528, C133 1.493, H148 1.086, H149 1.108
133 C 7.3576 -0.2879 4.3668  N128 1.493, C132 1.493, H150 1.115, H151 1.112
134 C 5.3242 0.2281 3.3235  N128 1.452, H152 1.076, H153 1.088, H154 1.103
135 H 6.7111 -1.3418 -1.3011  C125 1.095
136 H 8.1473 -1.2509 -0.3156  C125 1.099
137 H 7.0985 0.2134 -0.5537  C125 1.083
138 H 6.0148 -2.1762 0.8661  C126 1.084
139 H 5.3645 -0.5242 0.7427  C126 1.103
140 H 7.5153 0.2853 1.9419  C127 1.081
141 H 7.9580 -1.4367 2.1183  C127 1.097
142 H 6.7349 -2.7876 3.4154  C129 1.092
143 H 5.1550 -2.4296 2.7240  C129 1.092
144 H 4.9345 -3.2844 4.9233  C130 1.107
145 H 4.4073 -1.6450 5.1036  C130 1.101
146 H 7.1902 -2.6775 5.8861  C131 1.114
147 H 5.8906 -2.1005 6.9393  C131 1.104
148 H 7.7734 -0.4837 6.3869  C132 1.086
149 H 6.1833 0.2484 6.0712  C132 1.108
150 H 8.2864 -0.8884 4.2231  C133 1.115
151 H 7.6246 0.7468 4.0573  C133 1.112
152 H 4.5627 -0.1286 2.6520  C134 1.076
153 H 5.7074 1.1579 2.9079  C134 1.088
154 H 4.9528 0.2970 4.3593  C134 1.103
155 C 2.0529 -0.4244 0.6156  O156 1.498, O157 1.346, C158 1.531, H169 1.142
156 O 0.8093 0.2426 1.1174  C155 1.498, C162 1.414
157 O 3.0815 0.4418 0.6725  C155 1.346
158 C 2.3145 -1.6490 1.4969  C155 1.531, F159 1.288, F160 1.404, F161 1.367
159 F 2.5292 -1.3442 2.7295  C158 1.288
160 F 1.2483 -2.5627 1.4806  C158 1.404
161 F 3.3028 -2.4616 1.0153  C158 1.367
162 C -0.4167 -0.4509 0.9946  O156 1.414, C163 1.501, H167 1.085, H168 1.105
163 C -1.4160 0.6364 1.2620  C162 1.501, H164 1.078, H165 1.101, H166 1.085
164 H -2.4298 0.2714 1.2387  C163 1.078
165 H -1.2393 1.1451 2.2219  C163 1.101
166 H -1.3815 1.3709 0.4648  C163 1.085
167 H -0.6790 -1.2547 1.6746  C162 1.085
168 H -0.5627 -0.7815 -0.0500  C162 1.105
169 H 1.8555 -0.8624 -0.4207  C155 1.142
170 C -6.6842 -2.8643 0.2392  O171 1.433, O172 1.360, C173 1.560, H184 1.038
171 O -6.2107 -2.6766 1.5789  H9 0.961, C170 1.433, C177 1.435
172 O -5.9667 -3.8518 -0.3607  C170 1.360
173 C -8.1639 -3.3501 0.3222  C170 1.560, F174 1.356, F175 1.355, F176 1.328
174 F -8.5847 -3.5872 -0.9451  C173 1.356
175 F -8.2054 -4.4603 1.0983  C173 1.355
176 F -9.0662 -2.6133 0.9592  C173 1.328
177 C -5.8725 -1.4097 2.1609  O171 1.435, C178 1.554, H182 1.094, H183 1.067
178 C -4.5320 -0.8155 1.6466  C177 1.554, H179 1.086, H180 1.094, H181 1.103
179 H -4.5197 -0.3504 0.6656  C178 1.086
180 H -4.1479 -0.0553 2.3328  C178 1.094
181 H -3.7740 -1.6159 1.6183  C178 1.103
182 H -5.9091 -1.6059 3.2363  C177 1.094
183 H -6.6619 -0.7568 1.8642  C177 1.067
184 H -6.6316 -2.0005 -0.3343  C170 1.038
185 C -2.0269 1.6207 -3.4861  O186 1.518, O187 1.258, C188 1.491, H199 1.174
186 O -1.3168 2.9375 -3.7446  C185 1.518, C192 1.425
187 O -1.5346 0.6743 -4.1518  C185 1.258
188 C -1.9724 1.4704 -2.0039  C185 1.491, F189 1.319, F190 1.354, F191 1.362
189 F -0.9082 0.7807 -1.6398  C188 1.319
190 F -1.9402 2.5915 -1.2452  C188 1.354
191 F -3.0578 0.8397 -1.4763  C188 1.362
192 C -2.1961 3.9438 -4.2391  O186 1.425, C193 1.530, H197 1.109, H198 1.091
193 C -1.3857 5.2092 -4.5252  C192 1.530, H194 1.106, H195 1.082, H196 1.115
194 H -0.4357 4.9447 -5.0256  C193 1.106
195 H -1.8946 5.9431 -5.1364  C193 1.082
196 H -1.0542 5.7084 -3.5852  C193 1.115
197 H -2.9734 4.1792 -3.4845  C192 1.109
198 H -2.6932 3.6790 -5.1733  C192 1.091
199 H -3.1294 1.8613 -3.8088  C185 1.174

Atom charges from the Mulliken analysis, given in e for atoms 1 to 5: -1.429, 0.043, 0.289, -0.461, -0.737